#one
Computed, not measured: a molecular structure, C2H6O2, with ωB97M-V/def2-TZVPD.

Each line ends with the Löwdin charge.
Cartesian coordinates (Å):
O -0.53083 1.11538 -0.49347  -0.1957
C -0.67510 -0.26727 -0.37916  -0.3002
C 0.74362 -0.71661 -0.08954  -0.1906
O 1.61606 0.10568 -0.35399  0.0362
H -0.32106 1.09438 1.11363  0.0751
H -1.38960 -0.65067 0.37233  0.1243
H -0.94378 -0.67468 -1.35938  0.1302
H -0.02418 0.66731 1.69875  0.0825
H 1.03728 -1.72098 0.20377  0.1324
H 0.56589 1.10861 -0.55729  0.1057

Values from the calculation:
Total charge: 0
Gap between HOMO and LUMO, eV: 10.590
Lowest unoccupied orbital energy, hartree: 0.015



#two
Computed, not measured: 2 unconnected molecules or ions with the total composition C2H6O2, with ωB97M-V/def2-TZVPD.

Each line ends with the Löwdin charge.
Cartesian coordinates (Å):
O 0.93066 0.35571 3.52120  0.0018
C 0.87023 0.89386 2.40463  -0.2798
C 0.05653 0.32178 1.23074  -0.0657
H 1.41511 1.83385 2.14540  0.1114
H 0.17626 -0.76769 1.10696  0.0821
H 0.36936 0.81844 0.29689  0.0691
H -1.01029 0.54087 1.40542  0.0813
O -0.68555 -1.29854 -3.72550  -0.0919
H -1.66870 -1.33461 -3.70621  0.0456
H -0.45363 -1.36364 -4.67956  0.0461

Values from the calculation:
Total charge: 0
Gap between HOMO and LUMO, eV: 10.728
Lowest unoccupied orbital energy, hartree: 0.030



Decreasing stability: #two, #one



#one
Computed, not measured: a molecular structure, C2H6O2, with ωB97M-V/def2-TZVPD.

Each line ends with the Löwdin charge.
Cartesian coordinates (Å):
C -1.00252 0.79543 -0.25023  -0.2507
C 1.18771 -0.55683 0.09468  -0.0975
O 0.06553 0.07448 0.71624  -0.2031
O -1.92948 -0.14160 -0.07418  -0.1290
H -1.07403 -0.60217 0.68138  0.1820
H -0.54371 0.85143 -1.25044  0.1169
H -1.16288 1.76481 0.24163  0.1184
H 1.03258 -0.79912 -0.96164  0.0891
H 2.04694 0.10699 0.18254  0.0849
H 1.37985 -1.49341 0.62001  0.0892

Values from the calculation:
Total charge: 0
Gap between HOMO and LUMO, eV: 10.836
Lowest unoccupied orbital energy, hartree: 0.034



#two
Computed, not measured: 2 unconnected molecules or ions with the total composition C2H6O2, with ωB97M-V/def2-TZVPD.

Each line ends with the Löwdin charge.
Cartesian coordinates (Å):
C 1.34325 -1.18758 0.99936  -0.1529
O 0.09640 -0.73662 0.48977  -0.1400
H 1.71823 -2.04108 0.43950  0.0755
H 1.23442 -1.51508 2.02683  0.0695
H 2.02335 -0.33714 0.93234  0.0832
H -0.38878 -1.48885 0.12761  0.0781
O -0.80689 2.49912 -1.94574  -0.0038
C -1.49956 1.79255 -1.27386  -0.1511
H -1.13816 1.34205 -0.33059  0.0647
H -2.58227 1.67262 -1.46523  0.0768

Values from the calculation:
Total charge: 0
Gap between HOMO and LUMO, eV: 10.617
Lowest unoccupied orbital energy, hartree: 0.028



Decreasing stability: #two, #one